1.
Computed, not measured: 2 unconnected molecules or ions with the total composition C21H42BClN3O7P2S in a non-equilibrium geometry, with ωB97M-V with the def2-TZVPD basis set.

Each line ends with the Mulliken charge.
Positions of all 78 atoms, in Å:
C (-1.372, 1.637, 0.893)  -0.58
C (-0.971, 0.693, 0.221)  -0.42
N (-0.566, -0.432, -0.671)  0.23
C (0.206, -1.287, 0.358)  -0.42
P (-1.085, -2.026, 1.527)  0.29
S (-0.480, -3.663, 2.377)  -0.32
C (0.911, -2.319, -0.686)  0.56
C (2.117, -3.222, -0.232)  -1.26
C (3.436, -2.635, 0.381)  0.26
C (4.649, -2.377, -0.664)  -1.08
Cl (3.316, -1.238, 1.542)  -0.13
C (0.852, -1.635, -2.176)  0.38
C (2.121, -1.777, -3.133)  -0.72
C (2.416, -3.230, -3.706)  -0.54
N (2.254, -3.351, -5.197)  -0.52
B (-0.343, -2.223, -3.154)  0.86
O (-0.329, -2.008, -4.568)  -0.61
O (-1.517, -2.918, -2.685)  -0.69
C (0.335, -0.103, -1.843)  -0.61
C (-0.256, 0.729, -3.064)  0.02
C (-0.146, 2.316, -3.011)  -1.52
N (-0.868, 2.986, -1.902)  0.71
C (-2.261, 3.396, -2.311)  -0.65
C (-3.315, 2.202, -2.277)  -0.88
C (-0.217, 4.294, -1.581)  0.41
C (-0.075, 4.688, -0.045)  -0.92
O (0.167, 5.077, -2.446)  -0.55
P (1.961, 0.802, -1.390)  0.29
O (1.777, 2.018, -0.507)  -0.72
H (-1.756, 2.507, 1.495)  0.47
H (-1.517, -0.795, -0.897)  0.80
H (0.827, -0.488, 0.853)  0.68
H (-1.460, -1.054, 2.506)  0.07
H (-2.216, -2.376, 0.697)  0.12
H (0.067, -3.110, -0.729)  0.38
H (2.417, -3.917, -1.093)  0.23
H (1.689, -3.949, 0.549)  0.38
H (3.868, -3.484, 1.024)  0.44
H (4.625, -1.347, -1.128)  0.25
H (4.759, -3.231, -1.399)  0.24
H (5.592, -2.403, -0.012)  0.41
H (1.956, -1.060, -4.015)  0.65
H (3.103, -1.406, -2.672)  0.08
H (1.881, -4.083, -3.151)  0.12
H (3.531, -3.453, -3.531)  0.27
H (2.146, -2.430, -5.631)  0.23
H (3.069, -3.808, -5.616)  0.29
H (-1.238, -2.181, -4.902)  0.30
H (-2.159, -2.300, -2.284)  0.31
H (0.205, 0.453, -4.077)  0.26
H (-1.377, 0.504, -3.195)  -0.10
H (-0.677, 2.674, -3.971)  0.48
H (0.917, 2.722, -3.146)  0.36
H (-2.295, 3.925, -3.315)  0.43
H (-2.611, 4.159, -1.527)  0.36
H (-4.367, 2.601, -2.085)  0.39
H (-3.338, 1.658, -3.287)  0.25
H (-3.065, 1.411, -1.503)  0.05
H (0.617, 5.585, 0.009)  0.34
H (-1.126, 4.921, 0.354)  0.26
H (0.351, 3.852, 0.589)  0.19
H (2.902, -0.164, -0.938)  0.01
H (2.460, 1.278, -2.662)  0.17
C (-3.713, 2.464, 7.208)  -1.09
C (-2.226, 2.723, 7.060)  -0.15
O (-1.465, 1.541, 7.344)  -0.37
C (-1.439, 0.621, 6.373)  0.78
O (-1.985, 0.704, 5.296)  -0.58
O (-0.723, -0.426, 6.809)  -0.34
C (-0.703, -1.526, 5.903)  -0.44
H (-3.934, 2.044, 8.192)  0.30
H (-4.281, 3.387, 7.080)  0.36
H (-4.065, 1.741, 6.468)  0.30
H (-1.916, 3.475, 7.788)  0.30
H (-1.980, 3.112, 6.069)  0.27
H (-0.381, -1.214, 4.908)  0.08
H (-1.691, -1.989, 5.859)  0.30
H (0.007, -2.260, 6.283)  0.27

molar mass = 588.86 g mol⁻¹
gap between HOMO and LUMO = 8.6 eV
E_LUMO = -3.25 eV
total charge = +1
2S+1 = 1
HOMO = -11.854 eV

***

2.
Computed, not measured: C4H5N3S in the gas phase in a non-equilibrium geometry, with ωB97M-V with the def2-TZVPD basis set.

Each line ends with the Mulliken charge.
Positions of all 13 atoms, in Å:
C (-0.624, -0.208, -2.154)  -0.22
C (-0.008, 0.334, -1.031)  0.14
C (-0.194, -0.114, 1.300)  -0.63
C (1.125, 0.632, 1.219)  -0.53
N (-1.294, -1.348, -1.772)  -0.36
N (-1.089, -1.603, -0.580)  -0.72
N (-0.332, -0.660, -0.091)  0.62
S (0.971, 1.534, -0.398)  -0.13
H (-0.504, 0.157, -3.160)  0.41
H (-0.133, -0.789, 2.093)  0.34
H (-1.063, 0.488, 1.438)  0.37
H (1.109, 1.475, 1.927)  0.35
H (2.037, 0.102, 1.209)  0.37

molar mass = 127.17 g mol⁻¹
gap between HOMO and LUMO (spin up / spin down) = 5.0 / 7.2 eV
energy above the lowest of the compared OMol25 structures with the same formula, charge and spin = 30.7 kcal per mole
E_LUMO (spin up / spin down) = 0.53 / -2.40 eV
2S+1 = 3
HOMO (spin up / spin down) = -4.418 / -9.567 eV

***

3.
Computed, not measured: a molecular structure, C12H44B2BaNO19P4 in a non-equilibrium geometry, with ωB97M-V with the def2-TZVPD basis set.

Each line ends with the Mulliken charge.
Positions of all 83 atoms, in Å:
Ba (0.492, 0.574, -0.533)  -0.86
B (-0.345, 3.122, -0.050)  1.22
H (-0.890, 2.507, 0.649)  -0.60
H (0.718, 2.937, -0.043)  -0.16
H (-0.598, 2.884, -1.072)  -0.19
H (-0.506, 4.184, 0.046)  -0.30
B (1.862, 1.933, -2.638)  2.55
H (2.259, 2.145, -3.619)  -0.47
H (2.267, 1.005, -2.266)  -0.87
H (2.130, 2.686, -1.913)  -0.19
H (0.786, 1.853, -2.631)  -0.75
N (1.513, -2.589, -0.221)  0.84
O (1.656, -1.898, -1.221)  -0.43
O (1.732, -3.792, -0.181)  -0.75
O (1.028, -2.014, 0.701)  -0.60
C (5.017, 0.201, -1.489)  -0.32
O (5.435, 0.593, -0.244)  -0.42
P (4.340, 0.591, 1.000)  0.03
O (2.972, 1.059, 0.583)  -0.12
O (4.406, -0.822, 1.631)  -0.22
C (3.630, -1.171, 2.788)  -0.54
O (4.987, 1.479, 2.124)  -0.27
C (6.261, 1.262, 2.572)  -0.79
H (4.082, -0.353, -1.410)  -0.07
H (5.794, -0.366, -2.003)  0.32
H (4.799, 1.051, -2.136)  0.25
H (2.609, -1.394, 2.476)  0.05
H (3.634, -0.251, 3.372)  0.38
H (4.029, -1.995, 3.379)  0.34
H (6.845, 1.910, 1.919)  0.26
H (6.559, 0.233, 2.369)  0.36
H (6.336, 1.528, 3.627)  0.24
C (-1.221, -4.159, -2.417)  -0.52
O (-1.632, -3.270, -3.383)  -0.35
P (-0.808, -1.893, -3.601)  0.02
O (-0.706, -0.965, -2.413)  1.18
O (0.711, -2.355, -4.089)  -0.31
C (1.518, -1.439, -4.773)  -0.39
O (-1.555, -1.198, -4.878)  -0.36
C (-1.590, 0.223, -5.065)  -0.48
H (-0.680, -3.657, -1.615)  0.01
H (-0.517, -4.940, -2.703)  0.28
H (-2.021, -4.642, -1.857)  0.32
H (1.755, -0.612, -4.104)  0.01
H (0.992, -1.093, -5.663)  0.26
H (2.433, -1.958, -5.060)  0.25
H (-1.192, 0.606, -6.005)  0.30
H (-1.058, 0.743, -4.267)  0.03
H (-2.635, 0.503, -4.936)  0.28
C (-3.614, 2.474, -1.690)  -0.31
O (-4.089, 2.268, -0.408)  -0.37
P (-3.770, 0.755, 0.154)  -0.17
O (-2.341, 0.438, 0.331)  0.79
O (-4.651, -0.205, -0.804)  -0.33
C (-4.216, -0.916, -1.949)  -0.26
O (-4.628, 0.753, 1.507)  -0.31
C (-5.342, -0.432, 1.818)  -0.76
H (-4.319, 2.153, -2.457)  0.29
H (-2.705, 1.926, -1.937)  -0.17
H (-3.230, 3.495, -1.704)  0.35
H (-3.833, -1.924, -1.786)  0.23
H (-3.404, -0.333, -2.383)  -0.08
H (-5.041, -1.109, -2.635)  0.37
H (-4.978, -1.289, 1.252)  0.37
H (-6.415, -0.265, 1.907)  0.26
H (-5.127, -0.765, 2.833)  0.26
C (0.936, -0.270, 5.793)  -0.82
O (1.062, 0.519, 4.640)  -0.41
P (-0.163, 0.595, 3.635)  0.24
O (0.192, 0.789, 2.229)  0.91
O (-1.181, 1.678, 4.351)  -0.47
C (-2.317, 2.150, 3.733)  -0.10
O (-0.999, -0.706, 4.013)  -0.38
C (-1.932, -1.304, 3.242)  -0.34
H (1.527, -1.114, 5.436)  0.29
H (-0.003, -0.746, 6.075)  0.32
H (1.430, 0.234, 6.623)  0.30
H (-2.590, 1.591, 2.838)  -0.26
H (-2.144, 3.142, 3.315)  0.29
H (-3.242, 2.070, 4.303)  0.30
H (-2.190, -0.750, 2.340)  -0.13
H (-2.811, -1.655, 3.782)  0.28
H (-1.505, -2.234, 2.865)  0.34

molar mass = 789.32 g mol⁻¹
gap between HOMO and LUMO = 7.6 eV
energy above the lowest of the compared OMol25 structures with the same formula, charge and spin = 90.4 kcal per mole
E_LUMO = 2.18 eV
total charge = -1
2S+1 = 1
HOMO = -5.448 eV

***

4.
Computed, not measured: 2 unconnected molecules or ions with the total composition C4H7ClS in a non-equilibrium geometry, with ωB97M-V with the def2-TZVPD basis set.

Each line ends with the Mulliken charge.
Positions of all 13 atoms, in Å:
C (1.167, 0.225, -0.371)  0.18
C (0.451, -0.832, -0.189)  -0.13
C (2.648, 0.405, -0.759)  -0.84
C (-2.916, -0.082, 1.121)  -0.59
S (-2.657, 0.369, -0.667)  -0.12
Cl (0.366, -2.450, -0.226)  -0.14
H (0.620, 1.264, -0.396)  0.20
H (3.042, 1.027, 0.177)  0.22
H (3.006, 0.963, -1.710)  0.27
H (3.109, -0.648, -0.874)  0.25
H (-2.245, -0.892, 1.136)  0.18
H (-4.006, -0.175, 1.121)  0.30
H (-2.586, 0.827, 1.635)  0.22

molar mass = 122.62 g mol⁻¹
gap between HOMO and LUMO (spin up / spin down) = 8.7 / 6.9 eV
energy above the lowest of the compared OMol25 structures with the same formula, charge and spin = 109.9 kcal per mole
E_LUMO (spin up / spin down) = -0.30 / -1.50 eV
2S+1 = 1
HOMO (spin up / spin down) = -8.981 / -8.400 eV

***

> molar mass of number 1 (C21H42BClN3O7P2S)?

588.86 g mol⁻¹